Here is a cluster of 2 separate species, C4H6O2 in total from OMol25. Energies are from the ωB97M-V functional and the def2-TZVPD basis.

Its lowest unoccupied orbital energy is -1.0 eV. As for the highest occupied orbital energy: -9.43 eV. The value obtained for the frontier orbital gap is 8.446 eV. The largest force on an atom is 0.010 hartree/bohr. The calculated total energy is -306.365873 Ha. Its charge is 0.

```
12
Properties=species:S:1:pos:R:3:forces:R:3
O 2.4917 0.7164 -0.6840 -0.0901 0.2589 0.0246
C 1.2965 0.9277 -0.3486 -0.0296 0.0650 0.0026
C 0.9705 -0.5218 -0.2775 -0.1435 -0.1221 0.0511
C -1.0075 -0.7817 0.2778 -0.1421 0.0999 0.0449
C -1.3739 0.5274 0.3987 0.1018 -0.1918 -0.0337
O 0.5676 1.8888 -0.1357 0.3098 -0.3912 -0.0771
H 0.9190 -1.0563 -1.2214 -0.0163 0.1084 0.1311
H 1.4187 -1.0836 0.5369 -0.0966 0.1150 -0.1003
H -1.3007 -1.3371 -0.6105 0.0593 0.1098 0.1344
H -0.8116 -1.3669 1.1742 -0.0093 0.1295 -0.1571
H -1.3058 1.0553 1.3438 -0.0008 -0.0840 -0.1527
H -1.7864 1.0857 -0.4345 0.0576 -0.0973 0.1322
```
Positions in Å, forces in eV/Å.

What are the Mulliken partial charges on each atom? They are as follows, in elementary charge units: atom 1 (O): -0.5748, atom 2 (C): 0.8000, atom 3 (C): -0.3821, atom 4 (C): -0.5680, atom 5 (C): -0.2557, atom 6 (O): -0.6329, atom 7 (H): 0.2667, atom 8 (H): 0.2671, atom 9 (H): 0.2924, atom 10 (H): 0.2942, atom 11 (H): 0.2467, atom 12 (H): 0.2462



Here is a cluster of 2 separate species, C7H17NO in total in a non-equilibrium geometry from OMol25. Energies are from the ωB97M-V functional and the def2-TZVPD basis.

As for the spin multiplicity: 2. Its lowest unoccupied orbital energy (alpha / beta) is -3.4 / -8.5 eV. As for the highest occupied orbital energy (alpha / beta): -13.88 / -13.87 eV. The value obtained for the frontier orbital gap (alpha / beta) is 10.446 / 5.343 eV. The largest force on an atom is 0.128 hartree/bohr. The calculated total energy is -406.399567 Ha. Its charge is +1. The expectation value of S² is 0.76.

```
26
Properties=species:S:1:pos:R:3:forces:R:3
C 2.2900 -3.2200 1.2516 0.7334 -4.5538 0.8927
C 1.2221 -3.3839 0.1753 -2.9608 -0.6081 0.9026
H 3.2416 -3.7927 1.0420 -0.9164 0.8449 -0.1440
H 2.5163 -2.2531 1.4410 1.0151 3.0770 0.1748
H 2.0708 -3.6090 2.3089 -0.4476 0.2305 -1.6036
H 1.3383 -3.9900 -0.7456 0.8464 0.9017 0.4238
H 0.2994 -3.8954 0.5724 0.9763 -0.0689 0.2032
H 0.7045 -2.4199 0.0299 0.7417 -0.5578 -0.8390
C 0.8980 1.2289 0.1840 2.2337 2.1521 4.0072
C 1.2747 -0.2109 0.4294 4.3754 1.4847 -1.3486
C -1.0783 2.1616 1.4698 -0.2910 0.7410 -4.8587
C -0.9066 0.7057 -2.2555 4.7966 -3.0950 3.2584
C -1.4829 1.1644 -0.8803 0.5507 -2.0161 -4.8808
O -2.6842 1.0987 -0.8648 0.5658 1.0947 2.7725
N -0.5367 1.4849 0.1693 -0.3550 0.1454 2.0632
H 1.4782 1.8447 1.0172 -2.4393 -0.9189 -0.1906
H 1.6564 1.6954 -0.4138 -0.8862 -0.1333 -2.7167
H 0.9680 -0.7954 1.2046 -1.7210 -0.7221 2.5335
H 2.5632 -0.2046 0.7114 -3.8380 -0.0779 -1.7634
H -0.2346 2.9274 1.3846 -1.5641 -0.6327 2.0853
H -1.5987 0.5356 -2.9639 -2.9378 0.0942 -2.0374
H -0.4815 -0.5063 -2.1407 -1.0222 3.3743 0.0965
H 0.8874 -0.6012 -0.4739 0.9193 -1.5575 -0.9905
H -2.0219 2.5363 0.9693 0.7066 0.2584 1.3419
H -1.4167 1.4561 2.2404 1.0735 0.3082 0.1661
H -0.0431 1.2135 -2.6957 -0.1550 0.2351 0.4518
```
Positions in Å, forces in eV/Å.

What are the Mulliken partial charges on each atom? They are as follows, in elementary charge units: atom 1 (C): -0.7574, atom 2 (C): -0.2626, atom 3 (H): 0.2935, atom 4 (H): 0.1543, atom 5 (H): 0.2718, atom 6 (H): 0.3613, atom 7 (H): 0.2663, atom 8 (H): -0.2078, atom 9 (C): -0.5985, atom 10 (C): -1.0894, atom 11 (C): -0.7592, atom 12 (C): -1.1218, atom 13 (C): 0.8092, atom 14 (O): -0.3716, atom 15 (N): 0.2384, atom 16 (H): 0.3982, atom 17 (H): 0.3208, atom 18 (H): 0.6709, atom 19 (H): 0.2492, atom 20 (H): 0.4008, atom 21 (H): 0.3976, atom 22 (H): 0.2301, atom 23 (H): 0.0976, atom 24 (H): 0.3486, atom 25 (H): 0.3122, atom 26 (H): 0.3477



Here is an isolated molecule of C7H9NO4S in a non-equilibrium geometry from OMol25. Energies are from the ωB97M-V functional and the def2-TZVPD basis.

Its lowest unoccupied orbital energy is 0.5 eV. As for the highest occupied orbital energy: -8.47 eV. The value obtained for the frontier orbital gap is 8.941 eV. The largest force on an atom is 0.118 hartree/bohr. The calculated total energy is -1025.906122 Ha. Its charge is 0.

```
22
Properties=species:S:1:pos:R:3:forces:R:3
C -1.9343 1.4361 -0.7813 0.7571 1.1252 -2.5228
C -1.0822 0.4296 -0.6354 -0.9772 0.0024 3.7999
C -1.1963 0.2442 1.1832 2.2452 -1.7557 -3.9081
C -0.0912 -0.3044 -1.4900 -1.3199 1.4296 -1.0650
C -2.4155 2.0568 0.5208 0.5329 -0.6934 -0.5122
C 3.1756 -1.3340 -0.5095 -3.3098 -2.4846 4.4453
C 1.8283 -1.5987 -1.2137 3.3688 1.4875 -1.8717
N -2.1859 1.0725 1.5337 -1.5049 0.3382 1.4667
O -0.1056 -0.4427 -2.6930 -0.4290 -0.1283 0.8626
O 0.2243 0.3313 3.4162 0.1999 1.3442 3.1074
O -1.0273 -1.0126 1.7395 -0.1703 0.1669 -0.5902
O 0.8952 -0.6552 -0.7014 0.8389 -1.0270 0.2382
S 0.3638 -0.0563 2.0670 -0.3910 -1.0996 -2.1500
H -2.1171 1.9454 -1.8046 0.1718 -0.8284 1.8865
H -1.8760 2.9590 0.7693 0.3443 0.4667 -0.3214
H -3.4323 2.2915 0.5019 -1.7244 0.5220 -0.1542
H 3.9389 -1.9766 -0.7987 1.4326 -0.7901 -1.0897
H 3.4247 -0.3340 -0.3790 0.5332 1.8274 -0.5281
H 3.0121 -1.6838 0.6348 0.3494 0.7717 -2.2246
H 1.4709 -2.5803 -1.1255 -0.6156 -1.3308 0.6555
H 2.1232 -1.5218 -2.3098 -1.2852 0.5981 1.0135
H -2.9934 0.7338 2.0752 0.9533 0.0577 -0.5378
```
Positions in Å, forces in eV/Å.

What are the Mulliken partial charges on each atom? They are as follows, in elementary charge units: atom 1 (C): -0.2669, atom 2 (C): 0.1863, atom 3 (C): 0.2712, atom 4 (C): 0.4680, atom 5 (C): -0.5990, atom 6 (C): -1.1403, atom 7 (C): -0.3046, atom 8 (N): -0.1453, atom 9 (O): -0.5965, atom 10 (O): -0.5906, atom 11 (O): -0.4900, atom 12 (O): -0.1547, atom 13 (S): 0.4760, atom 14 (H): 0.3506, atom 15 (H): 0.2164, atom 16 (H): 0.4335, atom 17 (H): 0.4446, atom 18 (H): 0.3390, atom 19 (H): 0.1676, atom 20 (H): 0.3781, atom 21 (H): 0.2849, atom 22 (H): 0.2718